No. 1
The following is a quantum chemistry calculation of C22H41N3O3S3 in the gas phase, from the Open Molecules 2025 dataset.

Values from the calculation:
Orbital gap = 8.9 eV
Spin multiplicity = 1
Molecular weight = 491.789 g mol⁻¹
LUMO level = 0.44 eV
HOMO energy = -8.48 eV
SMILES = C=CC[C@H](O[C@@](CCCCCCCSc1nnco1)(COCCC)CSCC)[C@@H](N)S
Energy above the lowest of the compared OMol25 structures with the same formula, charge and spin = 2.1795 eV

Atoms and positions in Å:
C 3.5175 -3.7962 1.8015
C 2.4839 -4.1716 1.0095
C 0.9845 -4.1323 1.4407
C 0.3104 -2.6715 1.3183
O 1.2805 -1.6325 1.2821
C 1.2456 -0.8246 0.0862
C 0.0120 0.1434 -0.0406
C -1.2533 -0.3928 -0.8116
C -2.4294 -0.9317 0.1070
C -3.8796 -0.5268 -0.3974
C -4.1079 -0.6757 -1.9495
C -4.7121 0.5966 -2.6670
C -4.1137 1.9757 -2.1950
S -5.5318 2.8898 -1.3909
C -4.8689 4.1560 -0.2954
N -5.4050 4.1705 0.9441
N -4.8208 5.2171 1.6118
C -3.9572 5.7686 0.7487
O -3.9390 5.1439 -0.4936
C 2.5112 0.1333 0.2395
O 2.1845 1.2648 1.1084
C 3.4370 1.9494 1.3129
C 3.3185 3.5143 1.1620
C 3.9286 4.2817 2.4203
C 1.5393 -1.6620 -1.2446
S 3.3170 -2.0637 -1.5100
C 3.4800 -2.0821 -3.3551
C 3.6609 -0.5692 -3.8325
C -0.4939 -2.4844 2.7030
N -0.5815 -1.0308 3.0603
S -2.1269 -3.3455 2.7164
H 4.5327 -4.1888 1.5377
H 3.3959 -3.0904 2.6516
H 2.6930 -4.5377 -0.0302
H 0.8749 -4.5738 2.4603
H 0.4259 -4.8199 0.7408
H -0.3644 -2.7309 0.4328
H 0.3723 1.0547 -0.5996
H -0.3304 0.5217 0.9581
H -1.6903 0.4899 -1.3681
H -1.0621 -1.1742 -1.5876
H -2.3361 -0.5521 1.1548
H -2.3877 -2.0555 0.0456
H -4.1023 0.4876 0.0193
H -4.5896 -1.2336 0.1238
H -3.2114 -0.9984 -2.5323
H -4.8698 -1.4982 -2.0821
H -5.8273 0.6157 -2.5800
H -4.4691 0.4916 -3.7635
H -3.2640 1.9016 -1.4751
H -3.7467 2.5934 -3.0616
H -3.3308 6.6641 0.9581
H 2.8072 0.5901 -0.7469
H 3.3672 -0.3905 0.7458
H 3.8662 1.7164 2.3324
H 4.2269 1.6137 0.5821
H 3.9599 3.8356 0.2917
H 2.2878 3.8845 0.9424
H 5.0492 4.3102 2.3967
H 3.5811 5.3461 2.4479
H 3.5584 3.7532 3.3340
H 1.2416 -0.9676 -2.0866
H 0.8874 -2.5648 -1.3489
H 2.4943 -2.4177 -3.7888
H 4.2987 -2.7479 -3.7131
H 4.3184 -0.0801 -3.0697
H 4.0841 -0.5177 -4.8722
H 2.6764 -0.0223 -3.7838
H 0.1085 -2.9445 3.5375
H 0.0314 -0.8822 3.8653
H -1.5278 -0.7985 3.3625
H -3.0200 -2.2945 2.6796

No. 2
The following is a quantum chemistry calculation of a molecular structure, C46H51Br4Cl3N7O4PSYb, from the Open Molecules 2025 dataset.

Values from the calculation:
Orbital gap (spin up / spin down) = 5.3 / 5.3 eV
Spin multiplicity = 2
Molecular weight = 1428.015 g mol⁻¹
LUMO level (spin up / spin down) = -3.47 / -3.47 eV
Charge = +1
HOMO energy (spin up / spin down) = -8.73 / -8.73 eV

Atoms and positions in Å:
Yb 7.2953 -21.9720 -4.3387
Br 10.4068 -27.1569 -0.5132
C 10.1450 -25.5130 -1.4993
C 11.2694 -24.9546 -2.1882
Br 13.0578 -25.6333 -1.9209
C 11.0943 -23.9788 -3.1436
Br 12.5679 -23.2400 -4.1685
C 9.7407 -23.4593 -3.4356
O 9.4743 -22.5350 -4.3304
C 8.6095 -23.9531 -2.6071
O 7.4097 -23.4581 -2.8165
C 8.8900 -24.9255 -1.5921
Br 7.5273 -25.4995 -0.4845
N 2.7417 -22.0877 -5.2709
C 3.7164 -22.2390 -4.3587
N 4.7984 -21.5929 -4.7965
C 4.4294 -21.1810 -6.0540
N 3.1273 -21.4194 -6.3380
C 5.2274 -20.4099 -6.9537
C 4.5845 -19.9621 -8.1067
N 5.2496 -19.2634 -8.9996
C 6.5448 -19.0967 -8.7832
C 7.2058 -19.5076 -7.6572
N 6.5279 -20.1579 -6.7220
H 1.7807 -22.4571 -5.2221
H 3.6083 -22.6569 -3.3573
H 3.5908 -20.3401 -8.4117
H 7.0882 -18.5805 -9.5913
H 8.2638 -19.3371 -7.4760
Cl 12.3165 -20.9651 -8.6491
C 11.3958 -22.3742 -8.7859
C 11.5888 -23.5919 -8.1183
C 10.6644 -24.6046 -8.2496
C 9.6993 -24.5635 -9.2885
C 8.7014 -25.6769 -9.5559
C 7.2383 -25.2664 -9.2085
N 6.9824 -24.8137 -7.8329
C 6.0727 -25.3943 -6.9039
C 6.0985 -24.6103 -5.7934
N 7.0476 -23.6202 -6.0007
C 7.4741 -23.7021 -7.2252
O 9.1879 -26.9595 -9.1264
C 8.7121 -27.5690 -7.8867
C 9.7924 -28.5873 -7.5129
C 10.6063 -28.5296 -6.4081
Cl 10.4750 -27.4354 -5.1470
S 11.8149 -29.7707 -6.3832
C 11.2434 -30.3777 -7.9475
C 10.1703 -29.6743 -8.3812
C 9.5697 -23.3371 -10.0135
Cl 8.4751 -23.0277 -11.3750
C 10.3533 -22.2633 -9.7366
H 12.3991 -23.6835 -7.3944
H 10.6271 -25.4726 -7.6012
H 8.6577 -25.7428 -10.6625
H 6.5879 -26.1361 -9.4625
H 6.8982 -24.5151 -9.9062
H 5.4454 -26.2550 -7.1179
H 5.5874 -24.6854 -4.8451
H 8.1729 -22.9655 -7.6800
H 7.7593 -28.0759 -7.9659
H 8.7013 -26.7716 -7.1125
H 11.7574 -31.2040 -8.4080
H 9.6031 -29.8927 -9.2742
H 10.2673 -21.3609 -10.3110
O 7.3519 -20.0449 -2.9793
P 7.4086 -18.5360 -2.7122
C 5.7547 -17.7570 -2.9218
C 5.5465 -16.2986 -2.4806
C 4.3750 -16.2217 -1.4703
C 3.0641 -16.6582 -2.1572
C 3.2694 -18.0090 -2.8551
C 4.6116 -18.6595 -2.4642
C 8.4821 -17.7117 -4.0145
C 9.9248 -18.2311 -4.0308
C 10.6528 -17.8768 -5.3187
C 9.9699 -16.7521 -6.0875
C 9.5002 -15.6611 -5.1067
C 8.4882 -16.1908 -4.1126
C 7.9818 -18.1105 -0.9942
C 9.4482 -17.5657 -0.8447
C 9.6068 -16.8937 0.5706
C 8.8161 -17.5716 1.6844
C 8.5148 -19.0352 1.4035
C 7.8357 -19.3032 0.0288
H 5.7291 -17.7847 -4.0227
H 5.3766 -15.7044 -3.4005
H 6.4569 -15.9435 -1.9453
H 4.2220 -15.1760 -1.1660
H 4.6641 -16.8390 -0.5996
H 2.8366 -15.8493 -2.8870
H 2.3076 -16.7107 -1.3556
H 3.3362 -17.8543 -3.9503
H 2.4914 -18.7577 -2.6243
H 4.6908 -19.6270 -3.0125
H 4.6370 -18.8378 -1.3472
H 7.9638 -18.0402 -4.9568
H 9.9324 -19.3010 -3.9259
H 10.5112 -17.8488 -3.1956
H 10.6754 -18.7810 -5.9307
H 11.6951 -17.5898 -5.1615
H 9.1160 -17.0944 -6.6102
H 10.6849 -16.3346 -6.7786
H 9.0728 -14.7769 -5.6020
H 10.3606 -15.2852 -4.5628
H 7.4829 -15.7977 -4.4390
H 8.6512 -15.7166 -3.1191
H 7.2764 -17.2779 -0.7349
H 9.6696 -16.8208 -1.6076
H 10.1369 -18.4186 -0.9447
H 9.3598 -15.7915 0.4621
H 10.6369 -16.9224 0.8354
H 7.8843 -17.0440 1.8025
H 9.3008 -17.4815 2.6940
H 7.9406 -19.4292 2.2350
H 9.4561 -19.6116 1.4589
H 6.7590 -19.5574 0.1683
H 8.3884 -20.1874 -0.3631

No. 3
The following is a quantum chemistry calculation of 8 unconnected molecules or ions with the total composition C20H41BN6O32PS7, from the Open Molecules 2025 dataset.

Values from the calculation:
Orbital gap = 9.1 eV
Spin multiplicity = 1
Molecular weight = 1143.813 g mol⁻¹
LUMO level = -2.06 eV
Charge = +1
HOMO energy = -11.11 eV

Atoms and positions in Å:
C 6.1121 3.2174 0.5964
N 5.4099 2.4226 -0.4343
C 3.9808 2.3124 -0.0976
B 6.0406 1.1735 -0.6948
O 7.1454 1.0641 -1.5103
N 5.5578 -0.1706 -0.1121
O 4.7478 -0.9393 -0.9324
C 5.9360 -0.6164 1.0661
N 6.7768 0.1066 1.8558
C 6.9727 -0.6589 2.8837
O 7.7964 -0.3470 3.9177
C 7.1851 0.1993 4.9507
N 6.6900 0.7415 5.8345
N 6.3009 -1.8040 2.8051
N 5.6048 -1.8115 1.6186
P 4.5301 -3.2173 0.9956
C 2.8872 -2.5045 0.8143
O 4.3148 -4.1113 2.3313
H 7.1876 3.1543 0.4153
H 5.8051 4.2640 0.5382
H 5.8786 2.8341 1.5958
H 3.4576 1.6120 -0.7490
H 3.8352 2.0452 0.9551
H 3.5172 3.2939 -0.2507
H 6.8916 1.2949 -2.4136
H 5.3321 -1.6203 -1.3110
H 6.3333 -2.5255 3.5070
H 2.8175 -1.4848 1.1960
H 2.1317 -3.1591 1.2591
H 2.6887 -2.4717 -0.2602
H 5.1466 -4.3193 2.7715
C -0.6063 1.9791 2.5793
C -0.5801 0.6407 3.2776
O 0.1274 -0.2180 2.3562
S 1.2212 0.6285 1.5783
O 2.4878 0.4455 2.2142
O 1.0760 0.3862 0.1865
O 0.6909 2.0748 1.9380
H -1.3716 2.0210 1.8115
H -0.7433 2.8070 3.2673
H -1.5739 0.2511 3.4774
H -0.0092 0.6805 4.2073
C -5.7617 1.7008 0.0393
C -6.4795 2.2417 1.2550
O -5.8104 1.6086 2.3641
S -4.2833 1.3907 2.0042
O -3.5154 2.4519 2.5618
O -3.9419 0.0321 2.2516
O -4.3808 1.6417 0.4400
H -6.0842 0.6894 -0.2181
H -5.8743 2.3470 -0.8233
H -7.5374 1.9943 1.2659
H -6.3583 3.3163 1.3475
C 1.0258 -8.3809 0.9875
C 0.9655 -7.8180 -0.4147
O 1.9246 -6.7398 -0.3974
S 3.1266 -7.1080 0.5787
O 4.2164 -7.6198 -0.1722
O 3.3194 -6.0202 1.4793
O 2.4212 -8.3144 1.3370
H 0.4643 -7.7663 1.6927
H 0.6778 -9.4079 1.0441
H -0.0197 -7.4495 -0.6769
H 1.2867 -8.5510 -1.1563
C -10.4221 4.0484 3.7436
C -10.6458 4.7273 2.4084
O -9.6518 5.7613 2.3715
S -8.3408 5.2826 3.1456
O -7.3955 4.7809 2.2068
O -7.9818 6.2776 4.0852
O -8.9944 4.0351 3.8974
H -10.8518 4.6230 4.5654
H -10.8084 3.0334 3.7699
H -11.6374 5.1595 2.3125
H -10.4637 4.0449 1.5753
C -3.5295 -6.0975 -3.8697
C -2.0275 -5.9081 -3.9219
O -1.6286 -5.9087 -2.5411
S -2.5807 -6.8813 -1.7066
O -1.9429 -8.1448 -1.5635
O -3.0689 -6.1734 -0.5811
O -3.7315 -7.0300 -2.7960
H -4.0448 -5.1687 -3.6201
H -3.9348 -6.5012 -4.7931
H -1.7330 -4.9760 -4.3946
H -1.5345 -6.7432 -4.4228
C -3.0326 5.8031 -2.9572
C -3.2630 6.8925 -1.9307
O -3.7646 6.1899 -0.7855
S -3.1016 4.7407 -0.7028
O -2.0057 4.7690 0.1964
O -4.1345 3.7779 -0.5648
O -2.5264 4.6974 -2.1952
H -3.9657 5.4959 -3.4331
H -2.3134 6.0888 -3.7197
H -3.9836 7.6364 -2.2573
H -2.3305 7.3863 -1.6512
C 4.8573 1.6794 -5.7434
C 3.3841 1.3382 -5.8330
O 3.2833 0.0469 -5.2059
S 4.3503 -0.0676 -4.0347
O 3.7530 0.2248 -2.7821
O 5.0940 -1.2651 -4.2082
O 5.2531 1.1856 -4.4515
H 5.4393 1.1569 -6.5038
H 5.0486 2.7465 -5.8090
H 3.0250 1.2840 -6.8562
H 2.7715 2.0420 -5.2670

No. 4
The following is a quantum chemistry calculation of 8 unconnected molecules or ions with the total composition C4H23NO9, from the Open Molecules 2025 dataset.

Values from the calculation:
Orbital gap = 9.9 eV
Spin multiplicity = 1
Molecular weight = 229.226 g mol⁻¹
LUMO level = -0.04 eV
HOMO energy = -9.98 eV
SMILES = CC(C)NC(=O)O.O.O.O.O.O.O.O
Energy above the lowest of the compared OMol25 structures with the same formula, charge and spin = 4.2650 eV

Atoms and positions in Å:
C 0.0165 -0.8845 2.6704
C 1.4983 -0.8044 2.3230
C 2.3211 -2.0693 2.6336
N 1.7796 -0.3311 0.9135
C 1.0644 -1.0769 -0.0866
O 1.5227 -0.6879 -1.3269
O 0.0972 -1.8794 0.1580
H -0.4714 -1.6628 2.0488
H -0.4727 -0.0342 2.6343
H 0.0041 -1.4916 3.5753
H 2.0517 0.0734 2.9510
H 2.0742 -2.9890 2.1353
H 2.2608 -2.2822 3.6830
H 3.3095 -2.1404 2.3315
H 2.7022 -0.1083 0.7160
H 1.0615 -0.8803 -2.1534
H -1.2196 0.0233 0.0168
H -2.6597 -0.0153 -0.5619
O -2.1089 -0.2120 0.2056
H -3.4221 1.7239 -3.2077
H -3.2927 2.6583 -1.9966
O -3.4734 1.6761 -2.2361
H -0.3714 4.1884 -1.6513
H -0.6195 2.7711 -2.2675
O -1.0961 3.4569 -1.6899
H 1.1749 2.9731 -0.3301
H 2.0128 1.9556 0.4042
O 1.3718 2.7245 0.5291
H -1.2483 -1.1947 -2.3371
H -0.6331 -2.3316 -2.9659
O -0.4981 -1.3379 -3.0380
H -0.2741 4.3249 1.7006
H 0.2097 2.9784 2.0872
O 0.3366 3.8914 2.1948
H -0.9002 -3.3901 -0.9685
H -2.1748 -4.1134 -1.6553
O -1.2720 -3.8453 -1.7749

No. 5
The following is a quantum chemistry calculation of a molecular structure, C11H6N2O4Ru, from the Open Molecules 2025 dataset.

Values from the calculation:
Orbital gap (spin up / spin down) = 4.7 / 3.1 eV
Spin multiplicity = 6
Molecular weight = 331.249 g mol⁻¹
LUMO level (spin up / spin down) = -13.11 / -17.32 eV
Charge = +3
HOMO energy (spin up / spin down) = -17.81 / -20.41 eV
Energy above the lowest of the compared OMol25 structures with the same formula, charge and spin = 0.0000 eV

Atoms and positions in Å:
O 0.5309 2.8797 -2.4787
C -0.2438 2.0953 -2.0710
Ru -1.4437 0.9171 -1.2957
O 1.1705 -2.1149 -5.9282
C 0.7282 -1.3675 -5.1779
C -2.5914 1.2421 -2.7059
O -3.2078 1.4410 -3.6659
C -1.9828 -0.8570 -1.4035
O -2.3675 -1.9673 -1.4082
N 2.2996 0.1244 0.6552
C 1.6853 0.4541 -0.5031
N 0.3613 0.3703 -0.2877
C 0.1229 -0.0330 1.0107
C -1.0898 -0.1934 1.6460
C -1.0342 -0.5044 3.0078
C 0.1838 -0.5871 3.6991
C 1.4026 -0.4410 3.0074
C 1.3559 -0.1766 1.6387
H 3.2890 0.0537 0.7849
H 2.2600 0.6706 -1.3916
H -1.9886 -0.0646 1.0299
H -1.9642 -0.6684 3.5276
H 0.1664 -0.7611 4.7818
H 2.3575 -0.5120 3.5284

No. 6
The following is a quantum chemistry calculation of C5H8N2 in the gas phase, from the Open Molecules 2025 dataset.

Values from the calculation:
Orbital gap = 9.0 eV
Spin multiplicity = 1
Molecular weight = 96.133 g mol⁻¹
LUMO level = 0.84 eV
HOMO energy = -8.13 eV
SMILES = [H]/N=C/C(N)=C=CC
Energy above the lowest of the compared OMol25 structures with the same formula, charge and spin = 2.5343 eV

Atoms and positions in Å:
C -2.6259 0.2004 -0.1766
C -1.3121 0.8499 0.1531
C -0.1545 0.2743 0.3044
C 1.1279 -0.0125 0.3901
N 1.9258 0.1365 1.5430
C 1.7720 -0.5251 -0.8324
N 1.0607 -0.8990 -1.8206
H -2.5216 -0.8875 -0.1737
H -3.3908 0.5023 0.5422
H -2.9888 0.4880 -1.1744
H -1.2488 1.8938 0.4382
H 2.4178 -0.6971 1.8356
H 1.4246 0.5474 2.3208
H 2.8624 -0.6263 -0.7752
H 1.6512 -1.2453 -2.5743

No. 7
The following is a quantum chemistry calculation of a molecular structure, C4H9NO2, from the Open Molecules 2025 dataset.

Values from the calculation:
Orbital gap (spin up / spin down) = 8.8 / 8.8 eV
Spin multiplicity = 1
Molecular weight = 103.121 g mol⁻¹
LUMO level (spin up / spin down) = 0.23 / 0.23 eV
HOMO energy (spin up / spin down) = -8.60 / -8.60 eV
Energy above the lowest of the compared OMol25 structures with the same formula, charge and spin = 5.0468 eV

Atoms and positions in Å:
C -0.2946 -0.9942 0.1791
C 0.4934 1.6403 0.5678
C -0.4423 -1.0830 -1.3172
N 1.0434 0.3447 0.5588
C -1.4067 -0.4125 0.8882
O 1.9668 0.2551 -0.4907
O -1.9922 0.6029 0.4697
H 2.6438 -0.3513 -0.1608
H 0.1266 -1.8807 0.6527
H -1.5020 -0.7000 1.9478
H 1.1548 2.3870 0.1332
H -0.5713 1.6120 0.0912
H 0.1818 1.8772 1.5837
H -0.9175 -2.0251 -1.5939
H 0.5361 -1.0230 -1.8004
H -1.0200 -0.2495 -1.7094

No. 8
The following is a quantum chemistry calculation of C5H10O2 in the gas phase, from the Open Molecules 2025 dataset.

Values from the calculation:
Orbital gap = 10.5 eV
Spin multiplicity = 1
Molecular weight = 102.133 g mol⁻¹
LUMO level = 0.61 eV
HOMO energy = -9.84 eV
SMILES = C[C@@H](O)CCC=O
Energy above the lowest of the compared OMol25 structures with the same formula, charge and spin = 1.4839 eV

Atoms and positions in Å:
C 0.6237 1.7542 0.7318
C 0.6540 0.8429 -0.5096
O 1.6279 -0.1655 -0.3766
C -0.7096 0.1773 -0.9166
C -0.8564 -1.3554 -0.5730
C -0.7533 -1.6174 0.9101
O 0.2724 -1.4782 1.5484
H 0.0671 2.6877 0.5685
H 0.1960 1.2457 1.6030
H 1.6562 2.0307 0.9818
H 1.0006 1.4762 -1.3411
H 1.3358 -0.6999 0.3894
H -1.5567 0.7209 -0.4790
H -0.7964 0.2416 -2.0074
H -0.0520 -1.9050 -1.0786
H -1.8096 -1.7768 -0.9333
H -1.6672 -1.9216 1.4580

Record-wise DFT total energy values, in a.u.: -2447.195550 -16042.532658 -6676.017118 -898.046285 -926.687947 -304.742360 -362.900067 -346.970900
Record-wise F_max values, in eV/A: 3.4 3.3 2.5 6.8 8.8 1.0 2.9 0.6